Below is an isolated molecule of C14H14Cl2N2S2, with properties calculated with ωB97M-V with the def2-TZVPD basis set.

Structure (ORCA input):
```
! RIJCOSX wB97M-V def2-TZVPD def2/J DEFGRID3
* xyz 0 1
C 3.79 2.30 -1.57
C 3.34 1.02 -0.87
C 3.06 -0.11 -1.88
C 2.27 -1.21 -1.25
C 2.69 -2.16 -0.37
C 1.63 -2.96 0.12
C 0.42 -2.61 -0.39
S 0.55 -1.29 -1.49
N 2.14 1.28 -0.09
C 2.00 0.84 1.17
S 3.26 0.44 2.15
N 0.74 0.75 1.70
C -0.49 0.84 1.05
C -0.80 1.90 0.18
C -2.02 1.93 -0.47
C -2.96 0.93 -0.26
Cl -4.47 0.99 -1.08
C -2.67 -0.10 0.64
Cl -3.83 -1.33 0.93
C -1.45 -0.14 1.29
H 4.69 2.11 -2.14
H 4.00 3.07 -0.83
H 3.02 2.66 -2.24
H 4.10 0.70 -0.16
H 2.50 0.29 -2.73
H 4.01 -0.49 -2.25
H 3.71 -2.27 -0.06
H 1.77 -3.76 0.82
H -0.54 -3.04 -0.21
H 1.29 1.35 -0.65
H 0.73 0.26 2.59
H -0.10 2.71 0.05
H -2.25 2.74 -1.14
H -1.24 -0.94 1.97
*
```

Results
- Kohn-Sham gap: 8.684 eV
- E_HOMO: -8.27 eV
- SMILES string: C[C@H](Cc1cccs1)NC(=S)Nc1ccc(Cl)c(Cl)c1

---

Below is an isolated molecule of C14H14ClN3O2, with properties calculated with ωB97M-V with the def2-TZVPD basis set.

Structure (ORCA input):
```
! RIJCOSX wB97M-V def2-TZVPD def2/J DEFGRID3
* xyz 0 1
C 4.69 0.37 -1.03
O 3.46 -0.17 -0.62
C 3.44 -1.58 -0.59
C 2.03 -2.06 -0.24
C 1.62 -1.65 1.18
N 1.56 -0.22 1.36
C 0.49 0.47 0.89
O -0.70 -0.11 0.73
C -1.55 0.89 0.35
C -2.95 0.66 0.08
C -3.74 1.77 -0.23
C -5.09 1.63 -0.50
C -5.68 0.38 -0.46
C -4.92 -0.73 -0.15
C -3.56 -0.60 0.12
Cl -2.67 -2.03 0.48
N -0.96 2.04 0.26
C 0.35 1.82 0.59
C 1.36 2.79 0.59
N 2.22 3.54 0.59
H 5.50 0.06 -0.36
H 4.94 0.06 -2.05
H 4.58 1.45 -0.99
H 4.17 -1.96 0.15
H 3.72 -1.98 -1.58
H 1.33 -1.63 -0.95
H 1.99 -3.14 -0.32
H 2.34 -2.04 1.91
H 0.63 -2.06 1.41
H 2.44 0.26 1.17
H -3.26 2.73 -0.26
H -5.68 2.50 -0.74
H -6.73 0.26 -0.67
H -5.36 -1.72 -0.12
*
```

Results
- Kohn-Sham gap: 8.138 eV
- E_HOMO: -7.75 eV
- ΔE to the lowest compared entry with this formula, charge and spin: 49.8 kcal per mole
- SMILES string: COCCCNc1oc(-c2ccccc2Cl)nc1C#N

---

Below is C14H14ClN3O4Se4Sn as an isolated structure, with properties calculated with ωB97M-V with the def2-TZVPD basis set.

Structure (ORCA input):
```
! RIJCOSX wB97M-V def2-TZVPD def2/J DEFGRID3
* xyz 0 1
Sn -11.89 7.94 3.24
C -13.30 12.04 2.57
C -12.93 10.90 3.52
O -13.05 9.82 2.92
C -12.43 10.97 4.88
C -12.32 12.27 5.51
C -11.68 12.45 6.69
C -11.20 11.32 7.40
C -11.35 10.09 6.86
C -11.94 9.86 5.57
O -11.96 8.62 5.17
H -13.07 13.11 2.96
H -14.41 11.88 2.35
H -12.77 11.92 1.65
H -12.83 13.13 5.00
H -11.67 13.45 7.08
H -10.82 11.52 8.38
H -11.12 9.28 7.49
N -10.59 4.49 5.20
N -9.37 5.04 5.18
C -9.10 6.25 4.61
O -7.88 6.66 4.89
O -9.87 6.88 3.92
H -10.87 4.01 6.07
H -10.84 3.94 4.39
H -8.56 4.49 5.49
Se -9.96 9.94 2.55
Se -8.73 9.77 4.45
Se -7.06 8.06 3.78
Se -7.38 7.40 1.67
Cl -17.38 2.79 1.97
C -15.85 3.48 2.31
C -15.50 4.65 1.70
C -14.35 5.25 2.19
C -13.59 4.65 3.20
N -13.98 3.50 3.81
C -15.06 2.89 3.29
H -16.21 5.09 1.06
H -13.96 6.19 1.83
H -12.76 5.23 3.60
H -15.35 1.94 3.70
*
```

Results
- Kohn-Sham gap: 7.103 eV
- E_HOMO: -7.68 eV
- ΔE to the lowest compared entry with this formula, charge and spin: 17.1 kcal per mole

---

Below is an isolated molecule of C14H14F3N3O3S, with properties calculated with ωB97M-V with the def2-TZVPD basis set.

Structure (ORCA input):
```
! RIJCOSX wB97M-V def2-TZVPD def2/J DEFGRID3
* xyz 0 1
C -5.65 0.19 -0.91
O -4.43 0.30 -0.18
C -3.36 0.56 -0.89
O -3.31 0.89 -2.05
C -2.08 0.63 0.00
N -1.76 -0.66 0.56
C -2.14 -1.78 -0.11
C -1.55 -3.05 0.44
O -2.93 -1.73 -1.03
N -1.03 1.18 -0.82
C 0.28 0.92 -0.59
N 0.75 0.25 0.40
C 2.12 0.21 0.38
C 2.93 -0.43 1.31
C 4.30 -0.39 1.14
C 4.89 0.26 0.06
C 6.38 0.28 -0.07
C 4.09 0.90 -0.87
C 2.72 0.87 -0.71
S 1.48 1.58 -1.72
C -2.36 1.61 1.18
F -3.18 1.09 2.09
F -1.24 1.95 1.82
F -2.92 2.74 0.74
H -6.43 0.09 -0.16
H -5.80 1.07 -1.53
H -5.60 -0.70 -1.54
H -0.90 -0.66 1.11
H -1.77 -3.13 1.50
H -0.47 -3.02 0.31
H -1.96 -3.90 -0.09
H -1.33 1.43 -1.76
H 2.48 -0.94 2.15
H 4.93 -0.89 1.86
H 6.83 0.79 0.78
H 6.69 0.78 -0.99
H 6.77 -0.74 -0.09
H 4.52 1.42 -1.71
*
```

Results
- Kohn-Sham gap: 8.954 eV
- E_HOMO: -8.29 eV
- ΔE to the lowest compared entry with this formula, charge and spin: 0.0 kcal per mole
- SMILES string: COC(=O)[C@@](NC(C)=O)(Nc1nc2ccc(C)cc2s1)C(F)(F)F

---

Below is a 3-piece molecular cluster, C14H14F3O10P overall, with properties calculated with ωB97M-V with the def2-TZVPD basis set.

Structure (ORCA input):
```
! RIJCOSX wB97M-V def2-TZVPD def2/J DEFGRID3
* xyz 0 1
O 1.97 0.18 -1.36
C 1.00 0.78 -1.76
C 0.65 2.12 -1.32
C -0.45 2.72 -1.78
O -0.82 3.95 -1.40
C -1.36 2.05 -2.77
O -2.35 2.65 -3.13
C -1.00 0.72 -3.23
C 0.10 0.12 -2.77
O 0.47 -1.10 -3.16
H 1.31 2.60 -0.60
H -1.64 4.14 -1.88
H -1.66 0.25 -3.96
H 1.29 -1.30 -2.67
O -1.18 1.51 0.86
C -2.23 1.48 1.47
C -2.73 0.28 2.12
C -3.91 0.30 2.76
O -4.41 -0.77 3.38
C -4.74 1.54 2.84
O -5.81 1.48 3.42
C -4.24 2.75 2.20
C -3.06 2.73 1.56
O -2.56 3.82 0.98
H -2.12 -0.61 2.06
H -5.26 -0.49 3.76
H -4.84 3.64 2.28
H -1.70 3.56 0.58
O 6.58 -3.73 0.11
P 5.07 -2.92 -0.07
C 3.41 -1.98 -0.20
O 2.53 -2.27 0.91
C 1.62 -3.18 0.65
F 2.12 -4.37 0.41
F 0.84 -2.88 -0.37
F 0.84 -3.28 1.70
H 6.47 -4.67 -0.06
H 4.47 -4.10 -0.58
H 5.63 -2.03 -1.00
H 5.08 -2.65 1.32
H 3.66 -0.94 -0.11
H 2.96 -2.12 -1.17
*
```

Results
- Kohn-Sham gap: 8.047 eV
- E_HOMO: -9.67 eV
- SMILES string: O=C1C=C(O)C(=O)C=C1O.O=C1C=C(O)C(=O)C=C1O.O[PH3]COC(F)(F)F

---

Below is an isolated molecule of C14H14FN3O4S, with properties calculated with ωB97M-V with the def2-TZVPD basis set.

Structure (ORCA input):
```
! RIJCOSX wB97M-V def2-TZVPD def2/J DEFGRID3
* xyz 0 1
C 0.04 3.39 1.42
S -0.37 1.68 0.97
C 1.00 0.87 1.69
N 1.93 1.58 2.23
N 3.00 0.98 2.76
C 3.10 -0.30 2.79
C 4.32 -0.92 3.37
C 2.07 -1.20 2.27
O 2.06 -2.41 2.34
N 1.02 -0.50 1.65
C 0.01 -1.26 0.94
O -0.15 -0.81 -0.38
C 0.90 -0.94 -1.21
O 1.93 -1.48 -0.93
C 0.61 -0.32 -2.58
O -0.45 0.60 -2.59
C -1.73 0.16 -2.48
C -2.69 1.16 -2.36
C -4.03 0.85 -2.26
C -4.41 -0.48 -2.29
F -5.72 -0.80 -2.19
C -3.48 -1.49 -2.40
C -2.14 -1.17 -2.50
H 1.00 3.65 0.98
H -0.75 4.01 1.03
H 0.10 3.47 2.50
H 4.83 -1.51 2.61
H 4.99 -0.15 3.75
H 4.03 -1.60 4.17
H 0.35 -2.31 0.97
H -0.97 -1.14 1.41
H 0.48 -1.13 -3.31
H 1.50 0.25 -2.87
H -2.36 2.19 -2.35
H -4.78 1.62 -2.17
H -3.80 -2.52 -2.42
H -1.42 -1.98 -2.58
*
```

Results
- Kohn-Sham gap: 9.045 eV
- E_HOMO: -8.78 eV
- ΔE to the lowest compared entry with this formula, charge and spin: 11.5 kcal per mole
- SMILES string: CSc1nnc(C)c(=O)n1COC(=O)COc1ccc(F)cc1